No. 1
# C4H9NO2

2 unconnected molecules or ions with the total composition C4H9NO2 (ωB97M-V/def2-TZVPD, OMol25).

As for the energy above the lowest of the compared OMol25 structures with the same formula, charge and spin: 38.2 kcal per mole. For the total energy, the calculation gives -363.024663 Eh. As for the SMILES: CC(N)=O.CC=O. As for the HOMO-LUMO gap: 10.222 eV.

Structure (XYZ):
```
16
C4H9NO2 ωB97M-V/def2-TZVPD
C 0.934 -0.919 -0.438
C 1.496 -0.746 0.953
N 1.430 0.548 1.374
O 1.952 -1.658 1.620
H 1.717 -1.193 -1.137
H 0.239 -1.768 -0.415
H 0.545 0.043 -0.768
H 1.827 0.797 2.265
H 0.934 1.238 0.825
C -1.776 -0.012 -0.206
C -1.211 1.002 -1.113
O -0.322 1.773 -0.815
H -2.195 -0.926 -0.647
H -1.246 -0.185 0.734
H -2.554 0.765 -0.044
H -1.809 1.126 -2.034
```

=====

No. 2
# C23H7Cl64IO4

A molecular structure, C23H7Cl64IO4 (ωB97M-V/def2-TZVPD, OMol25).

As for the energy above the lowest of the compared OMol25 structures with the same formula, charge and spin: 64.8 kcal per mole. For the total energy, the calculation gives -30931.224305 Eh. As for the HOMO-LUMO gap: 8.187 eV.

Structure (XYZ):
```
99
C23H7Cl64IO4 ωB97M-V/def2-TZVPD
C -1.259 -3.170 2.169
C -1.722 -3.394 0.662
C -3.112 -4.192 0.501
I -2.683 -6.249 1.191
C -4.330 -3.600 1.352
C -4.563 -2.203 1.471
O -3.851 -1.117 0.919
C -5.856 -2.077 2.411
O -6.106 -1.009 2.990
O -6.538 -3.323 2.434
C -5.504 -4.299 2.175
O -5.687 -5.462 2.556
H -1.803 -2.290 2.665
H -0.135 -2.909 2.152
H -1.360 -4.089 2.837
H -0.889 -3.988 0.140
H -1.731 -2.366 0.158
H -3.360 -4.310 -0.616
H -3.900 -1.124 -0.070
C -2.393 -0.480 -3.406
Cl -3.783 -0.828 -2.355
Cl -0.888 -0.775 -2.510
Cl -2.450 -1.534 -4.833
Cl -2.456 1.217 -3.922
C -7.114 -4.866 -1.688
Cl -8.331 -5.997 -1.063
Cl -6.180 -5.653 -2.978
Cl -7.921 -3.424 -2.334
Cl -6.018 -4.381 -0.373
C -3.461 -3.472 5.691
Cl -2.253 -2.247 5.256
Cl -4.647 -2.753 6.798
Cl -4.306 -4.051 4.228
Cl -2.657 -4.839 6.488
C -0.547 2.837 -0.831
Cl -1.789 1.724 -0.217
Cl 0.379 2.041 -2.122
Cl -1.329 4.296 -1.477
Cl 0.548 3.287 0.491
C -1.724 -2.529 -8.984
Cl -2.659 -3.044 -7.564
Cl -2.736 -2.655 -10.437
Cl -1.203 -0.844 -8.769
Cl -0.297 -3.571 -9.164
C -8.291 -4.825 7.917
Cl -7.722 -4.910 6.236
Cl -6.906 -4.970 9.021
Cl -9.103 -3.269 8.188
Cl -9.433 -6.151 8.223
C -7.295 0.993 -0.702
Cl -7.900 0.905 0.964
Cl -5.619 1.577 -0.693
Cl -7.348 -0.621 -1.442
Cl -8.309 2.108 -1.643
C 2.868 4.349 3.452
Cl 1.627 3.235 4.065
Cl 3.794 3.553 2.161
Cl 2.088 5.810 2.807
Cl 3.965 4.799 4.775
C -4.312 4.908 -5.286
Cl -5.660 5.997 -4.895
Cl -3.231 4.776 -3.882
Cl -4.948 3.301 -5.696
Cl -3.408 5.558 -6.670
C 3.807 -4.387 -9.557
Cl 3.786 -2.640 -9.874
Cl 2.257 -5.097 -10.056
Cl 5.127 -5.140 -10.476
Cl 4.056 -4.671 -7.821
C 6.773 4.456 -0.305
Cl 5.790 5.458 -1.393
Cl 6.847 5.230 1.292
Cl 6.034 2.848 -0.150
Cl 8.417 4.288 -0.983
C -12.427 -1.016 6.954
Cl -13.657 -2.169 7.515
Cl -11.444 -1.772 5.683
Cl -13.225 0.432 6.305
Cl -11.383 -0.556 8.316
C 11.300 4.602 -4.338
Cl 12.941 4.711 -3.669
Cl 11.163 3.137 -5.333
Cl 10.123 4.526 -3.008
Cl 10.971 6.031 -5.340
C 9.947 3.135 3.272
Cl 9.050 4.061 4.495
Cl 11.687 3.427 3.466
Cl 9.610 1.403 3.477
Cl 9.438 3.650 1.650
C 13.990 0.909 -2.353
Cl 12.656 2.007 -1.943
Cl 15.086 0.765 -0.963
Cl 13.336 -0.692 -2.760
Cl 14.882 1.556 -3.746
C 11.762 7.618 4.544
Cl 12.974 8.809 4.025
Cl 10.654 8.371 5.710
Cl 10.843 7.054 3.133
Cl 12.579 6.239 5.310
```